1.
15
Properties=species:S:1:pos:R:3 method="wB97M-V/def2-TZVPD" gap_ev="6.1084 / 7.3146" molar_mass_g_mol=103.2 multiplicity=3
H 0.5263 -3.2646 -1.3263
C 0.1742 -2.3337 -0.9083
H 2.5492 0.6423 -0.2021
N 0.9264 -1.3340 -0.9612
H -1.4545 0.7280 1.9057
H -0.7388 1.5726 -0.6935
S -2.5058 0.9540 2.6821
H 1.2984 1.5732 0.6407
H -3.3046 1.1107 1.6339
H -0.8166 -2.3401 -0.4443
C -0.5364 0.5427 -0.9317
H -1.2357 0.0510 -1.5865
C 0.5729 -0.0703 -0.5204
C 1.6105 0.5762 0.3437
H 1.7893 -0.0257 1.2347



2.
15
Properties=species:S:1:pos:R:3 method="wB97M-V/def2-TZVPD" gap_ev=7.3070 charge=-1 molar_mass_g_mol=131.2
C 0.1871 -0.4987 -0.2974
H -1.8110 1.4758 -0.2373
O 3.1221 -0.8431 1.5764
H 0.4933 -2.0192 -1.7590
S 2.3787 0.4285 1.7072
C 0.6835 0.1414 0.7593
H -0.6649 1.1293 2.5334
H 2.0622 -0.8916 -1.2169
H -2.5154 1.8748 1.4517
O 1.8624 0.6397 3.0823
H 1.3957 -2.2438 -0.2052
C -1.6445 1.5121 0.8314
C -0.6192 1.0011 1.4776
H -0.7814 -0.3293 -0.5999
C 1.1202 -1.4959 -0.9830



3.
40
Properties=species:S:1:pos:R:3 method="wB97M-V/def2-TZVPD" gap_ev=5.4692 charge=+2 molar_mass_g_mol=546.5
C -0.0665 1.0003 5.1374
H -0.1161 -3.8837 -5.3621
H 0.4737 -2.7300 1.5917
H 0.9855 3.4353 -0.3624
C -0.4629 1.1718 -3.1771
C 2.6014 1.0023 2.2454
H -1.7881 3.7890 -2.2524
H 0.3964 0.4728 -3.2422
H -0.8273 -3.3042 2.7487
H 2.6293 1.3888 3.2629
O 0.7605 0.0493 4.4108
C 1.0075 2.9017 -1.3349
O -0.5811 -1.2979 2.6456
H -1.1559 0.8405 4.9176
Tl -0.6132 -0.1604 -0.1047
C -0.3804 -3.7563 -3.2382
H 0.1490 2.0441 4.7801
P 0.2791 0.0831 2.7748
P -0.5004 1.8792 -1.4873
H 0.1759 0.8535 6.1792
H 0.7503 -2.6736 3.3846
H -1.9488 3.5361 -0.4395
C -0.5301 -4.4825 -4.5431
H -1.5955 -4.6150 -4.7100
H 1.8893 2.2316 -1.3747
O -3.1870 1.0988 1.4751
C 0.0020 -2.6088 2.5835
Cl 1.3515 -3.4939 -2.8733
H 1.0211 3.6256 -2.1747
H 3.5985 0.7730 1.9127
H -1.4027 0.6079 -3.3508
H -0.0529 -5.4684 -4.5035
H -0.3622 2.0072 -3.8991
C -1.9259 3.0376 -1.4377
C -2.2601 0.6527 0.9606
O 1.7824 -0.1993 2.1531
O -1.2343 -3.3575 -2.4760
H 2.1877 1.8119 1.6452
Cl 1.8175 -0.7207 -0.8774
H -2.8674 2.4583 -1.5878